# 1
Computed, not measured: a 2-piece molecular cluster, C5H17N3Si overall, with ωB97M-V/def2-TZVPD.

Summary:
HOMO energy: -0.3017 Ha
Orbital gap: 9.023 eV
Energy above the lowest of the compared OMol25 structures with the same formula, charge and spin: 236.1 kJ/mol
E_tot: -654.365499 Ha

```
! RIJCOSX wB97M-V def2-TZVPD def2/J DEFGRID3
* xyz 0 1
C -1.28 2.51 -0.29
C -2.43 -1.00 0.46
C -0.98 -1.63 -1.26
C 2.22 -1.25 0.95
C 2.50 0.70 -0.54
N -0.03 1.86 -0.08
N -1.36 -0.55 -0.36
N 1.67 -0.07 0.32
Si -0.01 0.23 0.40
H -1.19 3.70 -0.62
H -1.98 2.02 -1.00
H -1.89 2.75 0.61
H -2.72 -0.15 0.98
H -3.24 -1.47 -0.15
H -2.08 -1.68 1.19
H -1.94 -2.26 -1.60
H -0.58 -1.22 -2.18
H -0.32 -2.45 -0.83
H 1.62 -1.49 1.84
H 2.16 -2.12 0.31
H 3.32 -1.02 1.35
H 2.88 1.71 0.03
H 3.45 0.21 -0.80
H 1.87 1.03 -1.37
H 0.82 2.37 0.18
H -0.49 -0.71 2.45
*
```

Atomic partial charges in e from the Mulliken method, atoms 1 to 8: atom 1 (C): -0.83, atom 2 (C): -1.18, atom 3 (C): -0.91, atom 4 (C): -1.13, atom 5 (C): -1.02, atom 6 (N): -0.05, atom 7 (N): 0.26, atom 8 (N): 0.33

# 2
Computed, not measured: a 2-piece molecular cluster, C5H17N9 overall, with ωB97M-V/def2-TZVPD.

Summary:
HOMO energy (alpha / beta): -0.5507 / -0.5507 Ha
Orbital gap (alpha / beta): 7.633 / 7.632 eV
Energy above the lowest of the compared OMol25 structures with the same formula, charge and spin: 173.5 kJ/mol
E_tot: -692.786897 Ha

```
! RIJCOSX wB97M-V def2-TZVPD def2/J DEFGRID3
* xyz 2 1
C 2.89 1.17 1.40
C -1.49 1.59 -1.00
C -0.58 0.36 -0.52
C -2.97 1.42 -0.73
C -1.33 -0.89 -0.48
N 2.30 1.73 2.50
N -0.63 -2.02 -0.29
N -2.63 -0.94 -0.70
N -1.10 -3.19 -0.22
N -2.43 -3.60 -0.38
N 2.22 0.18 0.91
N 4.06 1.63 0.97
N -3.40 0.05 -0.85
N 2.80 -0.56 -0.22
H -1.08 2.59 -0.59
H -1.25 1.65 -2.02
H 0.17 0.22 -1.18
H 0.01 0.51 0.39
H -3.40 2.00 0.12
H -3.43 1.82 -1.61
H 2.70 2.42 3.05
H 3.80 -1.00 -0.11
H -3.03 -2.85 -0.64
H -0.55 -3.93 0.20
H -2.82 -4.30 0.29
H 4.43 2.45 1.44
H 4.58 1.43 0.15
H -4.40 -0.08 -1.24
H 1.43 1.38 2.80
H 3.02 -0.05 -1.13
H 2.09 -1.17 -0.31
*
```

Atomic partial charges in e from the Mulliken method, atoms 1 to 8: atom 1 (C): 0.72, atom 2 (C): -0.75, atom 3 (C): -0.34, atom 4 (C): -0.53, atom 5 (C): 0.54, atom 6 (N): -0.36, atom 7 (N): 0.05, atom 8 (N): -0.46

# 3
Computed, not measured: a 3-piece molecular cluster, C5H17NO2 overall, with ωB97M-V/def2-TZVPD.

Summary:
HOMO energy: -0.2994 Ha
Orbital gap: 8.721 eV
Energy above the lowest of the compared OMol25 structures with the same formula, charge and spin: 173.7 kJ/mol
E_tot: -405.876285 Ha
SMILES: CC(C)N(C)C.O.O

```
! RIJCOSX wB97M-V def2-TZVPD def2/J DEFGRID3
* xyz 0 1
C 0.97 0.93 0.31
C 0.46 0.56 -1.10
C 1.39 -0.41 -1.80
N -0.89 0.04 -1.07
C -1.99 0.95 -0.93
C -1.11 -1.28 -0.47
H 1.99 0.63 0.57
H 0.24 0.57 1.01
H 1.18 2.00 0.43
H 0.34 1.45 -1.72
H 2.26 0.01 -2.31
H 1.87 -1.11 -1.09
H 0.97 -1.19 -2.44
H -1.74 1.87 -1.47
H -2.89 0.53 -1.39
H -2.19 1.24 0.12
H -0.17 -1.74 -0.22
H -1.48 -1.91 -1.30
H -1.84 -1.36 0.34
O -0.03 1.21 3.45
H -0.61 1.98 3.49
H -0.37 0.75 2.68
O 1.36 -2.20 1.76
H 1.49 -1.86 0.88
H 0.79 -1.66 2.30
*
```

Atomic partial charges in e from the Mulliken method, atoms 1 to 8: atom 1 (C): -0.89, atom 2 (C): 0.41, atom 3 (C): -1.46, atom 4 (N): 0.04, atom 5 (C): -0.96, atom 6 (C): -1.10, atom 7 (H): 0.43, atom 8 (H): -0.22

# 4
Computed, not measured: a 3-piece molecular cluster, C5H17NO2 overall, with ωB97M-V/def2-TZVPD.

Summary:
HOMO energy: -0.3180 Ha
Orbital gap: 9.491 eV
Energy above the lowest of the compared OMol25 structures with the same formula, charge and spin: 104.1 kJ/mol
E_tot: -405.902801 Ha
SMILES: CCC[C@@H](C)N.O.O

```
! RIJCOSX wB97M-V def2-TZVPD def2/J DEFGRID3
* xyz 0 1
C -0.97 1.13 -1.88
C 0.55 1.02 -1.89
C 1.25 1.45 -0.59
C 1.09 0.45 0.65
C 0.53 1.20 1.85
N 0.27 -0.72 0.44
H -1.40 0.69 -0.97
H -1.49 0.73 -2.74
H -1.34 2.15 -1.72
H 0.77 -0.02 -2.11
H 0.94 1.61 -2.73
H 2.31 1.60 -0.77
H 0.73 2.37 -0.28
H 2.13 0.11 0.72
H 0.91 2.24 1.88
H 0.68 0.87 2.87
H -0.56 1.34 1.70
H -0.72 -0.62 0.25
H 0.72 -1.42 -0.14
O -3.23 0.45 2.05
H -3.00 -0.32 2.55
H -2.89 1.27 2.43
O 1.21 -5.62 -0.63
H 1.21 -6.57 -0.44
H 0.29 -5.41 -0.52
*
```

Atomic partial charges in e from the Mulliken method, atoms 1 to 8: atom 1 (C): -1.08, atom 2 (C): -0.38, atom 3 (C): -0.74, atom 4 (C): 0.43, atom 5 (C): -1.44, atom 6 (N): -0.55, atom 7 (H): 0.16, atom 8 (H): 0.33

# 5
Computed, not measured: a 3-piece molecular cluster, C5H17NO2 overall, with ωB97M-V/def2-TZVPD.

Summary:
HOMO energy: -0.3397 Ha
Orbital gap: 9.918 eV
Energy above the lowest of the compared OMol25 structures with the same formula, charge and spin: 57.9 kJ/mol
E_tot: -405.920402 Ha
SMILES: CC[C@@H](C)CN.O.O

```
! RIJCOSX wB97M-V def2-TZVPD def2/J DEFGRID3
* xyz 0 1
C -0.39 2.33 1.44
C 0.37 1.01 1.38
C -0.19 -0.01 0.39
C -0.27 0.54 -1.05
C 0.53 -1.34 0.60
N 0.22 -2.34 -0.43
H 0.16 3.11 1.96
H -0.58 2.77 0.46
H -1.35 2.27 1.94
H 1.42 1.25 1.23
H 0.36 0.56 2.39
H -1.23 -0.17 0.68
H -1.08 1.26 -1.09
H 0.68 0.97 -1.36
H -0.45 -0.26 -1.76
H 1.60 -1.14 0.56
H 0.24 -1.71 1.58
H -0.62 -2.08 -0.93
H 0.06 -3.25 -0.02
O -3.36 -0.81 -1.00
H -4.04 -0.32 -1.46
H -2.80 -1.21 -1.68
O 3.19 0.72 -0.80
H 2.58 -0.02 -0.86
H 3.72 0.68 -1.61
*
```

Atomic partial charges in e from the Mulliken method, atoms 1 to 8: atom 1 (C): -1.35, atom 2 (C): -0.37, atom 3 (C): 0.69, atom 4 (C): -1.66, atom 5 (C): -0.79, atom 6 (N): -0.55, atom 7 (H): 0.38, atom 8 (H): 0.33

# 6
Computed, not measured: a 3-piece molecular cluster, C5H17NO2 overall, with ωB97M-V/def2-TZVPD.

Summary:
HOMO energy: -0.3397 Ha
Orbital gap: 9.954 eV
Energy above the lowest of the compared OMol25 structures with the same formula, charge and spin: 55.4 kJ/mol
E_tot: -405.921327 Ha
SMILES: CC(C)[C@H](C)N.O.O

```
! RIJCOSX wB97M-V def2-TZVPD def2/J DEFGRID3
* xyz 0 1
C -1.31 -1.32 1.34
C 0.06 -0.69 1.45
C 0.21 0.22 2.70
C 0.49 0.11 0.21
C 2.03 0.28 0.17
N -0.22 1.40 0.12
H -2.10 -0.66 0.95
H -1.64 -1.87 2.21
H -1.21 -2.12 0.58
H 0.76 -1.50 1.61
H 1.12 0.79 2.74
H -0.64 0.92 2.75
H 0.03 -0.41 3.57
H 0.27 -0.36 -0.75
H 2.57 -0.65 0.40
H 2.24 0.64 -0.84
H 2.44 0.99 0.91
H -0.12 1.88 1.00
H 0.08 1.92 -0.69
O 0.98 -0.91 -4.61
H 0.51 -1.24 -5.36
H 0.29 -0.65 -3.96
O -2.14 0.71 -2.20
H -1.76 1.45 -1.72
H -2.95 1.06 -2.58
*
```

Atomic partial charges in e from the Mulliken method, atoms 1 to 8: atom 1 (C): -1.50, atom 2 (C): 0.66, atom 3 (C): -1.77, atom 4 (C): 0.28, atom 5 (C): -1.45, atom 6 (N): -0.53, atom 7 (H): 0.29, atom 8 (H): 0.41

# 7
Computed, not measured: a 3-piece molecular cluster, C5H17NO3 overall, with ωB97M-V/def2-TZVPD.

Summary:
HOMO energy: -0.3292 Ha
Orbital gap: 9.343 eV
Energy above the lowest of the compared OMol25 structures with the same formula, charge and spin: 326.6 kJ/mol
E_tot: -481.056984 Ha
SMILES: NCCCCCO.O.O

```
! RIJCOSX wB97M-V def2-TZVPD def2/J DEFGRID3
* xyz 0 1
N 0.10 -0.75 3.41
C 1.10 -1.24 2.41
C 1.07 -0.76 0.89
C -0.20 0.00 0.42
C -1.06 -0.60 -0.76
C -0.29 -0.87 -1.99
O -0.29 0.29 -2.82
H -0.82 -0.58 3.12
H 0.40 0.12 3.81
H 2.13 -1.15 2.86
H 0.88 -2.26 2.17
H 1.93 -0.18 0.67
H 1.37 -1.57 0.29
H -0.87 0.48 1.11
H 0.25 1.01 0.03
H -1.51 -1.62 -0.38
H -1.96 0.06 -0.98
H 0.73 -1.11 -2.02
H -0.83 -1.69 -2.64
H -0.73 1.03 -2.49
O 2.03 0.97 -0.89
H 1.10 1.33 -1.02
H 2.20 0.54 -1.76
O -2.27 2.15 -0.40
H -1.66 2.48 0.27
H -2.93 1.89 0.10
*
```

Atomic partial charges in e from the Mulliken method, atoms 1 to 8: atom 1 (N): -0.62, atom 2 (C): -0.63, atom 3 (C): -0.71, atom 4 (C): -0.41, atom 5 (C): -0.46, atom 6 (C): -0.53, atom 7 (O): -0.56, atom 8 (H): 0.25

# 8
Computed, not measured: a 2-piece molecular cluster, C5H18N6 overall, with ωB97M-V/def2-TZVPD.

Summary:
HOMO energy: -0.6116 Ha
Orbital gap: 10.480 eV
Energy above the lowest of the compared OMol25 structures with the same formula, charge and spin: 172.1 kJ/mol
E_tot: -529.245122 Ha

```
! RIJCOSX wB97M-V def2-TZVPD def2/J DEFGRID3
* xyz 2 1
C 1.75 -0.63 -2.19
C 2.74 -0.47 -0.94
C -0.17 -1.89 -1.62
N 1.15 -1.99 -2.03
N -1.02 -1.05 -2.19
N -0.57 -2.84 -0.77
H 0.99 0.14 -2.13
H 2.56 -0.26 -2.84
H 3.76 -0.60 -1.30
H 2.78 -1.37 -0.23
H 1.52 -2.87 -2.36
H -0.61 -0.64 -3.03
H -1.99 -0.77 -2.05
H 0.02 -3.17 -0.03
H -1.52 -3.17 -0.69
H 2.46 0.22 -0.18
C 1.04 2.29 1.41
C -1.34 1.67 2.04
N -0.42 2.24 1.24
N -0.82 1.06 3.14
N -2.60 1.57 1.67
H -0.77 2.74 0.42
H -0.01 1.47 3.59
H -1.16 0.15 3.39
H -3.09 2.32 1.18
H -3.24 0.82 1.92
H 1.44 3.09 0.79
H 1.45 1.42 0.86
H 1.44 2.27 2.42
*
```

Atomic partial charges in e from the Mulliken method, atoms 1 to 8: atom 1 (C): -0.42, atom 2 (C): -0.87, atom 3 (C): 0.59, atom 4 (N): -0.17, atom 5 (N): -0.37, atom 6 (N): -0.38, atom 7 (H): 0.18, atom 8 (H): 0.38

# 9
Computed, not measured: a 3-piece molecular cluster, C5H18NO2 overall, with ωB97M-V/def2-TZVPD.

Summary:
HOMO energy: -0.5237 Ha
Orbital gap: 11.170 eV
Energy above the lowest of the compared OMol25 structures with the same formula, charge and spin: 94.7 kJ/mol
E_tot: -406.285724 Ha

```
! RIJCOSX wB97M-V def2-TZVPD def2/J DEFGRID3
* xyz 1 1
C 0.14 0.18 -0.15
C -1.33 0.41 0.23
C -2.24 -0.88 0.35
C -3.11 -0.91 -0.92
C -1.52 -2.25 0.47
N 0.86 1.51 -0.17
H 0.12 -0.17 -1.18
H 0.63 -0.43 0.59
H -1.80 1.20 -0.36
H -1.31 0.82 1.25
H -3.01 -0.75 1.12
H -3.49 0.10 -1.10
H -3.89 -1.68 -0.95
H -2.48 -1.20 -1.77
H -0.44 -2.22 0.58
H -1.83 -2.80 1.37
H -1.79 -2.96 -0.31
H 0.20 2.19 -0.55
H 1.34 1.77 0.71
H 1.69 1.61 -0.77
H 3.89 1.98 0.50
H 3.29 3.00 1.61
O 3.13 2.49 0.84
H 4.19 -0.92 0.10
H 4.47 -0.06 -1.21
O 4.30 -0.04 -0.28
*
```

Atomic partial charges in e from the Mulliken method, atoms 1 to 8: atom 1 (C): -0.52, atom 2 (C): -1.02, atom 3 (C): 0.70, atom 4 (C): -1.70, atom 5 (C): -1.32, atom 6 (N): -0.21, atom 7 (H): 0.34, atom 8 (H): 0.34

# 10
Computed, not measured: one molecule with the formula C5H18O2P2Si2, with ωB97M-V/def2-TZVPD.

Summary:
HOMO energy: -0.3065 Ha
Orbital gap: 9.061 eV
E_tot: -1613.581917 Ha
SMILES: CO[Si@@](C)(O[Si](C)(C)C)[PH]#[PH2]

```
! RIJCOSX wB97M-V def2-TZVPD def2/J DEFGRID3
* xyz 0 1
C 0.61 3.07 -1.34
O 1.42 1.86 -1.23
Si 1.33 0.90 0.09
C 1.35 2.02 1.70
O -0.02 0.02 -0.07
Si -1.38 -0.90 -0.03
C -2.84 0.31 0.07
C -1.47 -1.68 -1.67
C -1.28 -2.09 1.47
P 3.15 -0.35 -0.15
P 2.46 -2.39 -0.02
H 1.21 3.90 -1.04
H -0.21 3.01 -0.66
H 0.21 3.09 -2.31
H 1.49 3.04 1.50
H 0.33 1.91 2.10
H 2.11 1.84 2.50
H -2.52 1.38 -0.18
H -3.61 -0.05 -0.56
H -3.20 0.30 1.08
H -0.37 -1.84 -2.03
H -2.01 -2.60 -1.86
H -1.87 -0.95 -2.34
H -0.35 -2.55 1.39
H -1.44 -1.72 2.41
H -1.99 -2.95 1.46
H 3.17 -0.54 1.26
H 3.80 -3.05 -0.42
H 1.89 -3.00 -1.13
*
```

Atomic partial charges in e from the Mulliken method, atoms 1 to 8: atom 1 (C): -0.75, atom 2 (O): -0.36, atom 3 (Si): 0.28, atom 4 (C): -1.09, atom 5 (O): 0.45, atom 6 (Si): 0.22, atom 7 (C): -1.12, atom 8 (C): -0.94